Entry 1:
Molecular formula: C5H9NOS
Method: DFT, the ωB97M-V functional and the def2-TZVPD basis

```
! wB97M-V def2-TZVPD RIJCOSX def2/J DEFGRID3
* xyz 0 1
C 0.189 1.259 2.039
C 1.203 1.284 0.901
N 0.624 0.560 -0.196
C 0.684 -0.779 -0.209
C 0.024 -1.592 -1.112
C -1.150 -1.137 -1.788
O -1.665 -2.115 -2.497
S -1.906 0.399 -1.884
H 0.118 0.199 2.440
H 0.363 2.073 2.845
H -0.847 1.557 1.562
H 2.185 0.798 1.146
H 1.447 2.351 0.794
H -0.156 0.966 -0.706
H 1.292 -1.374 0.546
H 0.212 -2.732 -1.124
H -2.615 -1.718 -2.757
*
```

Properties
- LUMO: 0.012 Eh
- E: -19702.6036 eV
- HOMO: -8.3 eV

Here are the Löwdin charges for atoms 1 to 6, given in e: atom 1 (C): -0.113, atom 2 (C): -0.283, atom 3 (N): -0.029, atom 4 (C): -0.139, atom 5 (C): -0.115, atom 6 (C): -0.850

=====

Entry 2:
Molecular formula: C41H37CuFN4O7PS
Method: DFT, the ωB97M-V functional and the def2-TZVPD basis

```
! wB97M-V def2-TZVPD RIJCOSX def2/J DEFGRID3
* xyz 1 2
Cu 1.455 1.116 1.572
C -4.009 -3.294 4.367
C -2.572 -3.786 4.315
N -1.747 -3.005 3.388
C -1.041 -1.964 3.875
C -0.277 -1.102 3.146
C 0.393 -0.005 3.963
O 0.387 -0.121 5.172
O 0.898 0.997 3.326
C -0.163 -1.315 1.738
O 0.522 -0.644 0.948
C -0.948 -2.439 1.202
C -0.914 -2.689 -0.170
C -1.658 -3.701 -0.702
F -1.568 -3.960 -2.026
C -2.505 -4.492 0.089
C -2.535 -4.249 1.450
C -1.744 -3.244 2.024
N -3.333 -5.505 -0.450
C -3.258 -6.853 0.080
C -4.689 -7.344 0.326
N -5.588 -6.614 -0.647
C -4.928 -6.474 -1.989
C -3.752 -5.494 -1.843
H -4.600 -3.923 5.033
H -4.470 -3.306 3.378
H -4.051 -2.272 4.742
H -2.510 -4.836 4.030
H -2.099 -3.707 5.292
H -1.085 -1.804 4.946
H -0.274 -2.084 -0.800
H -3.216 -4.822 2.063
H -2.699 -6.871 1.012
H -2.739 -7.521 -0.618
H -5.051 -7.099 1.322
H -4.812 -8.411 0.148
H -5.750 -5.676 -0.275
H -6.491 -7.081 -0.724
H -5.669 -6.125 -2.704
H -4.611 -7.475 -2.274
H -4.065 -4.486 -2.112
H -2.969 -5.799 -2.543
O 2.981 1.002 0.399
P 3.375 1.899 -0.773
C 2.595 1.361 -2.301
C 3.334 1.133 -3.460
C 2.699 0.716 -4.622
C 1.328 0.516 -4.629
C 0.589 0.730 -3.471
C 1.214 1.150 -2.309
C 2.995 3.619 -0.507
C 2.499 4.415 -1.537
C 2.228 5.755 -1.299
C 2.434 6.290 -0.037
C 2.930 5.497 0.991
C 3.222 4.166 0.756
C 5.153 1.779 -0.986
C 5.832 0.697 -0.435
C 7.210 0.604 -0.577
C 7.906 1.585 -1.265
C 7.230 2.671 -1.809
C 5.858 2.772 -1.664
H 4.407 1.275 -3.465
H 3.279 0.547 -5.519
H 0.834 0.195 -5.536
H -0.483 0.575 -3.476
H 0.635 1.332 -1.412
H 2.307 3.990 -2.514
H 1.832 6.374 -2.094
H 2.183 7.323 0.162
H 3.050 5.911 1.981
H 3.602 3.550 1.563
H 5.282 -0.059 0.109
H 7.740 -0.233 -0.142
H 8.980 1.511 -1.372
H 7.776 3.444 -2.333
H 5.338 3.636 -2.063
O -1.833 5.191 3.279
S -0.711 5.343 2.400
O 0.240 6.387 2.670
N 0.064 3.917 2.184
C -0.075 3.490 0.961
O 0.415 2.405 0.504
C -0.871 4.371 0.050
C -1.173 4.202 -1.289
C -1.901 5.201 -1.924
C -2.312 6.337 -1.229
C -2.011 6.501 0.118
C -1.288 5.497 0.728
H -0.833 3.325 -1.824
H -2.149 5.102 -2.973
H -2.876 7.103 -1.747
H -2.327 7.379 0.665
*
```

Properties
- LUMO (alpha / beta): -0.126 / -0.126 Eh
- E: -130887.7288 eV
- HOMO (alpha / beta): -10.0 / -10.0 eV

Here are the Löwdin charges for atoms 1 to 6, given in e: atom 1 (Cu): 0.725, atom 2 (C): -0.059, atom 3 (C): -0.183, atom 4 (N): -0.027, atom 5 (C): 0.045, atom 6 (C): -0.005

=====

- Which of these has the highest E?
  C5H9NOS